The following is a quantum chemistry calculation of a 19-piece molecular cluster, C78H149NO38 overall in a non-equilibrium geometry, from the OMol25 dataset.

Bonds (Å) are listed after each position.
Atoms and positions in Å:
1 O -4.9754 -30.4259 -1.0251  C2 1.194
2 C -5.6042 -30.7832 -0.0745  O1 1.194, O3 1.407, C6 1.511
3 O -6.3521 -29.9091 0.7350  C2 1.407, C4 1.423
4 C -6.2923 -28.5092 0.4873  O3 1.423, C5 1.547, H7 1.076, H8 1.073
5 C -7.5895 -28.0859 -0.2416  C4 1.547, H9 1.085, H10 1.166, H11 1.095
6 C -5.7253 -32.1833 0.4809  C2 1.511, H12 1.070, H13 1.066, H14 1.085
7 H -5.4317 -28.2994 -0.1236  C4 1.076
8 H -6.2567 -28.1537 1.4988  C4 1.073
9 H -7.6142 -28.4737 -1.2545  C5 1.085
10 H -7.7255 -26.9325 -0.3427  C5 1.166
11 H -8.4321 -28.5500 0.2818  C5 1.095
12 H -4.7939 -32.7050 0.4011  C6 1.070
13 H -6.4975 -32.6845 -0.0557  C6 1.066
14 H -6.0307 -32.1484 1.5215  C6 1.085
15 O -16.8344 -27.3188 -6.8203  C16 1.166
16 C -16.6738 -28.3383 -7.3633  O15 1.166, O17 1.370, C20 1.484
17 O -17.0420 -29.5487 -6.8377  C16 1.370, C18 1.503
18 C -17.7619 -29.6746 -5.5239  O17 1.503, C19 1.516, H21 1.059, H22 1.043
19 C -18.2475 -31.1105 -5.5193  C18 1.516, H23 1.124, H24 1.117, H25 1.081
20 C -16.0308 -28.5788 -8.6792  C16 1.484, H26 1.100, H27 1.121, H28 1.084
21 H -18.5762 -29.0004 -5.4620  C18 1.059
22 H -17.0748 -29.4725 -4.7659  C18 1.043
23 H -19.0275 -31.3319 -6.2972  C19 1.124
24 H -18.7563 -31.3098 -4.5457  C19 1.117
25 H -17.4131 -31.7785 -5.6821  C19 1.081
26 H -15.5983 -27.6028 -8.9457  C20 1.100
27 H -16.7679 -28.9601 -9.4328  C20 1.121
28 H -15.2342 -29.2826 -8.4648  C20 1.084
29 O -16.8849 -34.1788 -0.7886  C30 1.227
30 C -15.9283 -33.4715 -0.4890  O29 1.227, O31 1.346, C34 1.490
31 O -15.1865 -32.8200 -1.4044  C30 1.346, C32 1.438
32 C -15.7837 -32.6544 -2.7017  O31 1.438, C33 1.531, H35 1.081, H36 1.062
33 C -14.8646 -31.8352 -3.6120  C32 1.531, H37 1.101, H38 1.103, H39 1.084
34 C -15.2289 -33.4956 0.8260  C30 1.490, H40 1.091, H41 1.033, H42 1.096
35 H -16.7611 -32.2240 -2.5329  C32 1.081
36 H -15.8811 -33.5927 -3.1884  C32 1.062
37 H -13.8657 -32.2838 -3.7228  C33 1.101
38 H -14.7295 -30.7799 -3.3219  C33 1.103
39 H -15.3368 -31.7376 -4.5824  C33 1.084
40 H -15.9746 -33.4955 1.6225  C34 1.091
41 H -14.6895 -32.6161 0.8711  C34 1.033
42 H -14.5709 -34.3633 0.9514  C34 1.096
43 O -16.5996 -31.6965 5.3859  C44 1.218
44 C -16.0964 -30.7214 5.9144  O43 1.218, O45 1.349, C48 1.551
45 O -14.9043 -30.1810 5.5884  C44 1.349, C46 1.489
46 C -14.1806 -31.1250 4.6923  O45 1.489, C47 1.459, H49 1.065, H50 1.084
47 C -12.7660 -31.0315 5.0364  C46 1.459, H51 1.081, H52 1.066, H53 1.090
48 C -16.8643 -29.9554 7.0237  C44 1.551, H54 1.077, H55 1.137, H56 1.087
49 H -14.2521 -30.7944 3.6828  C46 1.065
50 H -14.5168 -32.1197 4.9607  C46 1.084
51 H -12.4151 -30.0608 5.3569  C47 1.081
52 H -12.0980 -31.2529 4.2361  C47 1.066
53 H -12.5552 -31.8100 5.7697  C47 1.090
54 H -16.9815 -30.6503 7.8383  C48 1.077
55 H -17.8615 -29.7541 6.5153  C48 1.137
56 H -16.4769 -29.0094 7.3926  C48 1.087
57 O -12.0841 -20.5794 -2.2584  C58 1.175
58 C -12.6565 -20.9659 -3.2094  O57 1.175, O59 1.373, C62 1.503
59 O -13.0696 -22.2567 -3.4275  C58 1.373, C60 1.490
60 C -13.1522 -23.0844 -2.1912  O59 1.490, C61 1.510, H63 1.094, H64 1.072
61 C -14.1699 -24.1661 -2.4648  C60 1.510, H65 1.072, H66 1.088, H67 1.084
62 C -12.9036 -20.1436 -4.4434  C58 1.503, H68 1.114, H69 1.084, H70 1.059
63 H -13.4246 -22.4724 -1.3268  C60 1.094
64 H -12.2067 -23.5516 -1.9987  C60 1.072
65 H -13.9270 -24.7931 -3.2998  C61 1.072
66 H -15.1827 -23.7829 -2.5737  C61 1.088
67 H -14.0852 -24.8219 -1.6063  C61 1.084
68 H -12.0100 -20.2655 -5.0979  C62 1.114
69 H -13.1377 -19.1051 -4.2371  C62 1.084
70 H -13.6010 -20.6010 -5.0960  C62 1.059
71 O -11.1610 -24.3381 2.0932  C72 1.213
72 C -11.0404 -23.3082 2.7235  O71 1.213, O73 1.314, C76 1.492
73 O -10.6105 -22.1830 2.1990  C72 1.314, C74 1.436
74 C -10.4681 -22.2353 0.7710  O73 1.436, C75 1.458, H77 1.113, H78 1.073
75 C -9.7114 -21.0798 0.3053  C74 1.458, H79 1.113, H80 1.109, H81 1.101
76 C -11.0907 -23.1887 4.2099  C72 1.492, H82 1.104, H83 1.105, H84 1.052
77 H -11.4602 -22.2992 0.2712  C74 1.113
78 H -9.8515 -23.0927 0.5801  C74 1.073
79 H -10.3721 -20.2000 0.1399  C75 1.113
80 H -9.3432 -21.3235 -0.7119  C75 1.109
81 H -8.8174 -20.8377 0.9004  C75 1.101
82 H -11.7907 -22.3889 4.5096  C76 1.104
83 H -10.0980 -22.8649 4.5705  C76 1.105
84 H -11.3986 -24.0982 4.6402  C76 1.052
85 O -11.9734 -21.9700 -7.1254  C86 1.220
86 C -12.6616 -22.9360 -6.8399  O85 1.220, O87 1.345, C90 1.476
87 O -12.2673 -23.9485 -6.0468  C86 1.345, C88 1.461
88 C -10.8425 -24.1040 -5.7644  O87 1.461, C89 1.503, H91 1.120, H92 1.077
89 C -10.2379 -25.1952 -6.6020  C88 1.503, H93 1.101, H94 1.076, H95 1.108
90 C -14.0463 -22.9647 -7.3505  C86 1.476, H96 1.069, H97 1.087, H98 1.091
91 H -10.8541 -24.2299 -4.6517  C88 1.120
92 H -10.3493 -23.1875 -6.0409  C88 1.077
93 H -9.2810 -25.5025 -6.1517  C89 1.101
94 H -9.8483 -24.8030 -7.5249  C89 1.076
95 H -10.9669 -26.0266 -6.6642  C89 1.108
96 H -14.0905 -22.6208 -8.3616  C90 1.069
97 H -14.4923 -22.2330 -6.6822  C90 1.087
98 H -14.5142 -23.9218 -7.1167  C90 1.091
99 O -8.1040 -34.2053 -6.4485  C100 1.198
100 C -9.1015 -33.5788 -6.2279  O99 1.198, O101 1.457, C104 1.477
101 O -9.3631 -32.3219 -6.9160  C100 1.457, C102 1.398
102 C -8.6406 -31.9898 -8.0663  O101 1.398, C103 1.535, H105 1.095, H106 1.111
103 C -9.1983 -30.6999 -8.6843  C102 1.535, H107 1.103, H108 1.090, H109 1.073
104 C -10.1251 -33.7767 -5.1815  C100 1.477, H110 1.111, H111 1.116, H112 1.110
105 H -8.6995 -32.8488 -8.7421  C102 1.095
106 H -7.5979 -31.8565 -7.7079  C102 1.111
107 H -10.2472 -30.8416 -8.9937  C103 1.103
108 H -8.5527 -30.5286 -9.5452  C103 1.090
109 H -9.1318 -29.8040 -8.0981  C103 1.073
110 H -9.9865 -34.7053 -4.5873  C104 1.111
111 H -11.1214 -33.7376 -5.6816  C104 1.116
112 H -9.9353 -32.8215 -4.6500  C104 1.110
113 O -11.0877 -25.8189 7.1689  C114 1.226
114 C -12.0583 -26.4567 6.7772  O113 1.226, O115 1.375, C118 1.507
115 O -12.4430 -27.6465 7.3503  C114 1.375, C116 1.418
116 C -11.6843 -28.2407 8.3900  O115 1.418, C117 1.520, H119 1.087, H120 1.109
117 C -12.2241 -29.6185 8.7357  C116 1.520, H121 1.096, H122 1.077, H123 1.078
118 C -12.9718 -26.1038 5.6317  C114 1.507, H124 1.119, H125 1.071, H126 1.088
119 H -11.7747 -27.4856 9.1671  C116 1.087
120 H -10.6179 -28.2088 8.0880  C116 1.109
121 H -12.3279 -30.1910 7.8066  C117 1.096
122 H -13.1742 -29.6679 9.2406  C117 1.077
123 H -11.4770 -30.1382 9.3139  C117 1.078
124 H -14.0047 -26.3879 5.9542  C118 1.119
125 H -12.6930 -26.5629 4.7055  C118 1.071
126 H -12.9312 -25.0342 5.4348  C118 1.088
127 O -15.8555 -27.9885 0.1303  C128 1.186
128 C -16.5786 -28.5263 -0.6413  O127 1.186, O129 1.357, C132 1.517
129 O -16.7950 -28.0408 -1.8893  C128 1.357, C130 1.487
130 C -16.1384 -26.7342 -2.1599  O129 1.487, C131 1.532, H133 1.085, H134 1.093
131 C -16.6891 -26.1306 -3.4555  C130 1.532, H135 1.087, H136 1.091, H137 1.082
132 C -17.3478 -29.7974 -0.3329  C128 1.517, H138 1.116, H139 1.061, H140 1.092
133 H -15.0690 -26.8320 -2.3175  C130 1.085
134 H -16.2811 -26.1155 -1.2703  C130 1.093
135 H -16.5007 -25.0731 -3.6222  C131 1.087
136 H -17.7688 -26.2843 -3.4965  C131 1.091
137 H -16.3721 -26.6025 -4.3757  C131 1.082
138 H -17.7519 -30.1936 -1.2942  C132 1.116
139 H -18.1080 -29.6336 0.3894  C132 1.061
140 H -16.6968 -30.5865 0.0480  C132 1.092
141 O -10.2386 -33.0016 0.6872  C142 1.189
142 C -10.0574 -32.3161 1.6416  O141 1.189, O143 1.403, C146 1.523
143 O -10.4312 -32.6548 2.9513  C142 1.403, C144 1.471
144 C -10.9739 -34.0187 3.0393  O143 1.471, C145 1.504, H147 1.103, H148 1.077
145 C -12.4703 -33.9592 2.9035  C144 1.504, H149 1.077, H150 1.094, H151 1.095
146 C -9.3860 -30.9555 1.5117  C142 1.523, H152 1.097, H153 1.095, H154 1.071
147 H -10.5953 -34.4640 3.9750  C144 1.103
148 H -10.4915 -34.5886 2.2635  C144 1.077
149 H -12.6316 -34.9785 2.5936  C145 1.077
150 H -12.8830 -33.2859 2.1465  C145 1.094
151 H -12.8844 -33.7603 3.8972  C145 1.095
152 H -9.1324 -30.7985 0.4564  C146 1.097
153 H -8.4993 -30.8549 2.1464  C146 1.095
154 H -10.0127 -30.1637 1.8685  C146 1.071
155 O -12.8184 -35.8103 -3.6373  C156 1.219
156 C -13.0195 -35.6845 -2.4418  O155 1.219, O157 1.319, C160 1.497
157 O -13.9858 -36.2841 -1.7745  C156 1.319, C158 1.418
158 C -14.8732 -37.1292 -2.4885  O157 1.418, C159 1.532, H161 1.085, H162 1.082
159 C -15.9012 -36.1894 -3.1274  C158 1.532, H163 1.107, H164 1.083, H165 1.084
160 C -12.2652 -34.7871 -1.5104  C156 1.497, H166 1.112, H167 1.128, H168 1.032
161 H -15.2179 -37.8529 -1.7572  C158 1.085
162 H -14.2559 -37.6482 -3.2095  C158 1.082
163 H -16.7685 -36.7984 -3.4475  C159 1.107
164 H -15.4275 -35.7717 -4.0070  C159 1.083
165 H -16.2110 -35.4909 -2.3578  C159 1.084
166 H -12.7804 -33.8252 -1.7256  C160 1.112
167 H -11.1683 -34.7666 -1.7736  C160 1.128
168 H -12.2646 -35.0036 -0.5017  C160 1.032
169 O -15.6913 -22.4224 0.5369  C170 1.205
170 C -14.5897 -22.1883 0.9647  O169 1.205, O171 1.377, C174 1.501
171 O -13.6166 -23.1170 1.2606  C170 1.377, C172 1.422
172 C -14.0163 -24.4778 1.3617  O171 1.422, C173 1.508, H175 1.101, H176 1.126
173 C -14.7177 -24.7886 2.6598  C172 1.508, H177 1.072, H178 1.131, H179 1.114
174 C -14.0482 -20.8099 1.2064  C170 1.501, H180 1.095, H181 1.101, H182 1.125
175 H -13.0965 -25.0485 1.1596  C172 1.101
176 H -14.7340 -24.6647 0.5138  C172 1.126
177 H -15.6018 -24.1911 2.7593  C173 1.072
178 H -14.0139 -24.5310 3.5070  C173 1.131
179 H -15.0005 -25.8639 2.7313  C173 1.114
180 H -14.5182 -20.0257 0.6029  C174 1.095
181 H -12.9505 -20.7275 1.1755  C174 1.101
182 H -14.2047 -20.5791 2.2962  C174 1.125
183 O -12.5360 -29.6179 -8.0773  C184 1.184
184 C -12.8968 -30.0399 -7.0318  O183 1.184, O185 1.330, C188 1.484
185 O -13.2074 -29.2095 -6.0399  C184 1.330, C186 1.468
186 C -13.1945 -27.7566 -6.2499  O185 1.468, C187 1.485, H189 1.129, H190 1.086
187 C -13.2891 -27.1633 -4.8917  C186 1.485, H191 1.107, H192 1.015, H193 1.103
188 C -12.9935 -31.4516 -6.5836  C184 1.484, H194 1.056, H195 1.059, H196 1.093
189 H -14.0759 -27.4929 -6.9035  C186 1.129
190 H -12.2510 -27.5537 -6.7483  C186 1.086
191 H -14.2754 -27.2738 -4.4019  C187 1.107
192 H -13.0409 -26.1800 -4.9400  C187 1.015
193 H -12.4843 -27.6452 -4.3116  C187 1.103
194 H -13.1383 -31.6354 -5.5543  C188 1.056
195 H -12.1102 -31.9395 -6.9039  C188 1.059
196 H -13.7782 -32.0162 -7.0930  C188 1.093
197 O -10.0296 -24.9025 -2.6378  C198 1.215
198 C -10.2892 -25.9786 -2.1378  O197 1.215, O199 1.359, C202 1.526
199 O -9.8133 -27.1814 -2.5553  C198 1.359, C200 1.499
200 C -8.9094 -27.3009 -3.7445  O199 1.499, C201 1.527, H203 1.106, H204 1.058
201 C -9.5383 -28.3947 -4.6039  C200 1.527, H205 1.086, H206 1.100, H207 1.108
202 C -11.1974 -26.1816 -0.9290  C198 1.526, H208 1.081, H209 1.114, H210 1.113
203 H -7.9294 -27.5740 -3.3112  C200 1.106
204 H -8.9553 -26.3706 -4.2464  C200 1.058
205 H -9.7195 -29.2158 -3.9170  C201 1.086
206 H -8.9521 -28.6216 -5.5070  C201 1.100
207 H -10.4836 -27.9987 -5.0237  C201 1.108
208 H -11.9734 -25.4323 -1.0038  C202 1.081
209 H -10.6534 -26.0060 0.0274  C202 1.114
210 H -11.5102 -27.2453 -1.0268  C202 1.113
211 O -10.3353 -28.9169 4.4763  C212 1.204
212 C -9.2476 -28.4306 4.6521  O211 1.204, O213 1.367, C216 1.494
213 O -8.2693 -29.2058 5.2095  C212 1.367, C214 1.448
214 C -8.5718 -30.6182 5.3120  O213 1.448, C215 1.486, H217 1.110, H218 1.076
215 C -8.8358 -30.9241 6.7415  C214 1.486, H219 1.103, H220 1.121, H221 1.073
216 C -8.8724 -26.9982 4.4507  C212 1.494, H222 1.059, H223 1.071, H224 1.143
217 H -7.6636 -31.1838 5.0164  C214 1.110
218 H -9.4208 -30.7463 4.6642  C214 1.076
219 H -9.0912 -31.9971 6.7607  C215 1.103
220 H -9.8071 -30.4309 7.0081  C215 1.121
221 H -8.0283 -30.5824 7.3596  C215 1.073
222 H -9.5187 -26.5070 5.1307  C216 1.059
223 H -9.0075 -26.7998 3.4073  C216 1.071
224 H -7.7999 -26.8036 4.7959  C216 1.143
225 O -8.9120 -31.3915 -3.0073  C226 1.198
226 C -8.1599 -32.3031 -2.8116  O225 1.198, O227 1.356, C230 1.496
227 O -6.8234 -32.2560 -3.0369  C226 1.356, C228 1.416
228 C -6.2676 -31.0806 -3.5970  O227 1.416, C229 1.516, H231 1.117, H232 1.118
229 C -6.4177 -31.1533 -5.1040  C228 1.516, H233 1.095, H234 1.126, H235 1.093
230 C -8.5064 -33.6514 -2.2627  C226 1.496, H236 1.094, H237 1.088, H238 1.080
231 H -5.2562 -30.9482 -3.1413  C228 1.117
232 H -6.9267 -30.2505 -3.2409  C228 1.118
233 H -7.4211 -31.1552 -5.5423  C229 1.095
234 H -5.8635 -32.1098 -5.3179  C229 1.126
235 H -5.8624 -30.3126 -5.5266  C229 1.093
236 H -9.5123 -34.0029 -2.5105  C230 1.094
237 H -8.5116 -33.5622 -1.1787  C230 1.088
238 H -7.6784 -34.3034 -2.4988  C230 1.080
239 O -13.1320 -30.6724 1.7726  C240 1.219
240 C -12.8968 -29.5238 1.4392  O239 1.219, O241 1.394, C244 1.520
241 O -12.6093 -29.2459 0.1038  C240 1.394, C242 1.408
242 C -12.5565 -30.3770 -0.7336  O241 1.408, C243 1.476, H245 1.102, H246 1.075
243 C -12.2898 -29.7702 -2.0529  C242 1.476, H247 1.067, H248 1.121, H249 1.058
244 C -12.8753 -28.3515 2.4070  C240 1.520, H250 1.071, H251 1.054, H252 1.102
245 H -13.5257 -30.8915 -0.8331  C242 1.102
246 H -11.8363 -31.0361 -0.2846  C242 1.075
247 H -13.0727 -29.0846 -2.2880  C243 1.067
248 H -12.2489 -30.5546 -2.8534  C243 1.121
249 H -11.3871 -29.2212 -2.0015  C243 1.058
250 H -13.0089 -28.6285 3.4329  C244 1.071
251 H -13.5379 -27.5654 2.1739  C244 1.054
252 H -11.8670 -27.9073 2.3773  C244 1.102
253 C -19.6997 -29.7959 2.8329  C254 1.400, C258 1.375, H262 1.022
254 C -20.1435 -28.4699 2.7682  C253 1.400, C255 1.407, H263 1.079
255 C -19.2774 -27.4674 3.2417  C254 1.407, C256 1.334, H264 1.086
256 C -18.0933 -27.8366 3.7335  C255 1.334, C257 1.367, N259 1.450
257 C -17.5693 -29.0990 3.7002  C256 1.367, C258 1.396, H265 1.105
258 C -18.4157 -30.0999 3.2196  C253 1.375, C257 1.396, H266 1.074
259 N -17.2629 -26.8844 4.4443  C256 1.450, O260 1.191, O261 1.219
260 O -17.6222 -25.7536 4.5528  N259 1.191
261 O -16.2620 -27.3710 4.9408  N259 1.219
262 H -20.3630 -30.4856 2.4738  C253 1.022
263 H -21.1062 -28.1132 2.4359  C254 1.079
264 H -19.5935 -26.4285 3.2099  C255 1.086
265 H -16.5149 -29.2559 3.9906  C257 1.105
266 H -18.0909 -31.1228 3.1711  C258 1.074

* E_HOMO: -10.0 eV
* spin multiplicity: 1

Results of the Löwdin charge analysis, in e, for atoms 1 through 6: 0.105 -0.457 -0.070 -0.205 -0.045 0.046